(1)
Density functional theory data (ωB97M-V/def2-TZVPD) for C55H43NP3PbSi as an isolated structure at a distorted geometry.

Values from the calculation:
* spin multiplicity: 1
* HOMO-LUMO gap: 0.2317 Eh
* LUMO energy: -9.5 eV
* net charge: +3
* max |F|: 1.33 eV/A
* DFT total energy: -100191.1288 eV

Structure (XYZ):
```
104
C55H43NP3PbSi | OMol25 | ωB97M-V/def2-TZVPD
Pb 1.0417 -0.3731 -0.6717
C 1.5648 -3.3537 5.5217
C 1.9161 -4.0746 4.3897
C 1.5162 -3.6445 3.1329
C 0.7621 -2.4788 3.0131
C 0.4563 -1.7259 4.1487
C 0.8494 -2.1695 5.3982
P -0.0252 -1.9543 1.4562
C 0.1798 -3.4026 0.3655
C -0.8508 -4.2335 -0.0562
C -0.5761 -5.2765 -0.9315
C 0.7212 -5.5247 -1.3494
C 1.7593 -4.7100 -0.9152
C 1.4850 -3.6322 -0.0919
C -1.7830 -1.9420 1.9194
C -2.3084 -3.0023 2.6519
C -3.6655 -3.0427 2.9335
C -4.5020 -2.0352 2.4699
C -3.9808 -0.9652 1.7617
C -2.6062 -0.8901 1.5034
Si -1.9454 0.6861 0.7521
C -2.9718 1.3474 -0.6630
C -4.2186 1.9200 -0.3888
C -5.0456 2.3242 -1.4237
C -4.6460 2.1698 -2.7449
C -3.4047 1.6254 -3.0308
C -2.5697 1.2225 -1.9917
P -0.9772 0.4334 -2.3721
C -0.1421 1.4888 -3.5818
C 0.9164 0.9417 -4.3134
C 1.5342 1.6951 -5.2954
C 1.1130 2.9973 -5.5391
C 0.1078 3.5637 -4.7676
C -0.5162 2.8174 -3.7790
C -1.5106 -1.0554 -3.2593
C -2.0071 -2.1046 -2.4872
C -2.5341 -3.2249 -3.1039
C -2.5553 -3.3056 -4.4902
C -2.0545 -2.2650 -5.2587
C -1.5337 -1.1334 -4.6502
C -1.2319 2.0577 1.8104
C -2.1933 2.6888 2.6094
C -1.8942 3.8498 3.3030
C -0.6238 4.4000 3.2158
C 0.3537 3.7628 2.4681
C 0.0600 2.5943 1.7695
P 1.4315 1.7719 0.8980
C 2.4867 1.0811 2.1945
C 2.1178 1.0630 3.5357
C 2.9337 0.4307 4.4621
C 4.1008 -0.1984 4.0562
C 4.4721 -0.1807 2.7166
C 3.6668 0.4497 1.7850
C 2.3719 3.0584 0.0479
C 1.9508 3.4231 -1.2315
C 2.6161 4.4229 -1.9177
C 3.7089 5.0530 -1.3345
C 4.1363 4.6792 -0.0674
C 3.4746 3.6799 0.6298
H 1.8306 -3.7243 6.5025
H 2.4831 -4.9906 4.4862
H 1.7665 -4.2426 2.2703
H -0.1229 -0.8146 4.0496
H 0.5821 -1.6054 6.2822
H -1.8627 -4.0784 0.2962
H -1.3809 -5.9111 -1.2777
H 0.9300 -6.3572 -2.0074
H 2.7786 -4.9106 -1.2171
H 2.2926 -2.9825 0.2362
H -1.6534 -3.7932 2.9966
H -4.0726 -3.8651 3.5062
H -5.5642 -2.0769 2.6697
H -4.6485 -0.1861 1.4135
H -4.5526 2.0559 0.6335
H -6.0149 2.7495 -1.2008
H -5.3009 2.4702 -3.5514
H -3.0893 1.5070 -4.0601
H 1.2247 -0.0829 -4.1337
H 2.3334 1.2691 -5.8871
H 1.5689 3.5714 -6.3344
H -0.2043 4.5842 -4.9447
H -1.3021 3.2605 -3.1822
H -1.9974 -2.0270 -1.4033
H -2.9359 -4.0348 -2.5108
H -2.9674 -4.1807 -4.9741
H -2.0749 -2.3272 -6.3382
H -1.1588 -0.3197 -5.2557
H -3.1910 2.2687 2.6934
H -2.6578 4.3269 3.9022
H -0.3945 5.3195 3.7367
H 1.3537 4.1766 2.4244
H 1.2094 1.5553 3.8583
H 2.6540 0.4256 5.5067
H 4.7281 -0.6959 4.7833
H 5.3907 -0.6613 2.4075
H 3.9613 0.4782 0.7396
H 1.0969 2.9263 -1.6803
H 2.2898 4.7107 -2.9084
H 4.2290 5.8356 -1.8700
H 4.9914 5.1701 0.3773
H 3.8132 3.3867 1.6161
N 4.2735 -0.0142 -2.6482
C 3.3019 0.1941 -2.0619
H 5.1319 -0.1598 -3.1527
```

Here are the Mulliken charges for atoms 1 to 2, given in e: 2.0807 -0.7720



(2)
Density functional theory data (ωB97M-V/def2-TZVPD) for a 4-piece molecular cluster, C55H44BrN4O9 overall at a distorted geometry.

Values from the calculation:
* spin multiplicity: 1
* HOMO-LUMO gap: 0.2108 Eh
* LUMO energy: -5.2 eV
* net charge: +1
* max |F|: 2.99 eV/A
* DFT total energy: -152172.3743 eV

Structure (XYZ):
```
113
C55H44BrN4O9 | OMol25 | ωB97M-V/def2-TZVPD
C -4.2359 1.7167 -5.1169
C -2.7189 1.8055 -5.5133
C -2.4694 2.5823 -6.8618
C -0.9192 2.7728 -7.0344
O -0.5030 4.1574 -7.2040
C -0.2676 4.7538 -6.0162
N -1.2202 5.5093 -5.5079
N -1.2271 6.2289 -4.3972
C -0.0937 6.0652 -3.7659
Br 0.0271 7.0704 -2.1053
C 1.0568 5.2617 -4.1048
N 2.1595 5.2197 -3.2092
C 2.1890 4.0458 -2.3353
C 1.3115 2.7848 -2.4766
O 2.9170 4.0915 -1.4007
C 3.4261 5.5690 -3.8430
C 4.6454 4.5863 -3.9138
O 3.5606 6.6314 -4.3496
C 0.9939 4.5517 -5.3582
C 2.1302 3.6963 -5.9230
N 2.2464 2.3385 -5.3446
H -4.4426 2.2414 -4.1653
H -4.8669 2.1720 -5.9091
H -4.5076 0.6437 -5.0526
H -2.3365 0.7650 -5.6347
H -2.0893 2.2816 -4.7272
H -2.8688 1.9451 -7.6760
H -3.0043 3.5569 -6.8842
H -0.6076 2.2296 -7.9515
H -0.4203 2.2864 -6.1697
H -2.0934 5.5614 -6.0441
H 0.6850 2.7434 -3.3831
H 2.0122 1.9219 -2.4538
H 0.6818 2.6923 -1.5696
H 4.1892 3.5806 -4.1040
H 5.1482 4.5181 -2.9329
H 5.3070 4.8103 -4.7653
H 1.9105 3.5734 -7.0147
H 3.1197 4.1998 -5.8978
H 2.8547 1.8076 -5.9718
H 1.3314 1.8937 -5.3804
C 4.4248 -2.7471 4.1117
C 3.9860 -3.5710 3.0800
C 4.0526 -3.1356 1.7666
C 4.5456 -1.8672 1.4790
C 4.9633 -1.0299 2.5173
C 4.9124 -1.4798 3.8331
C 5.4432 0.3465 2.2326
O 5.8085 1.0760 3.1318
C 5.4555 0.8206 0.8229
C 5.8413 2.1288 0.5413
C 5.8645 2.5725 -0.7712
C 5.5114 1.7159 -1.7992
C 5.1216 0.4153 -1.5322
C 5.0829 -0.0344 -0.2170
C 4.6241 -1.4183 0.0678
O 4.3101 -2.1637 -0.8408
H 4.3790 -3.0947 5.1362
H 3.5931 -4.5551 3.3041
H 3.7149 -3.7815 0.9658
H 5.2467 -0.8394 4.6396
H 6.1166 2.8005 1.3448
H 6.1579 3.5920 -0.9924
H 5.5352 2.0655 -2.8246
H 4.8404 -0.2454 -2.3432
C -8.5487 -1.8460 0.8650
C -8.6803 -0.9554 -0.1964
C -7.5526 -0.4168 -0.7959
C -6.2873 -0.7571 -0.3289
C -6.1565 -1.6326 0.7519
C -7.2904 -2.1836 1.3388
C -4.8155 -1.9693 1.2948
O -4.6989 -2.7333 2.2311
C -3.6167 -1.3460 0.6742
C -2.3571 -1.6057 1.2055
C -1.2309 -1.0414 0.6272
C -1.3574 -0.2218 -0.4910
C -2.6105 0.0445 -1.0206
C -3.7449 -0.5084 -0.4348
C -5.0867 -0.1882 -0.9902
O -5.1982 0.5312 -1.9667
H -9.4308 -2.2729 1.3264
H -9.6648 -0.6836 -0.5569
H -7.6588 0.2717 -1.6247
H -7.1921 -2.8726 2.1681
H -2.2546 -2.2457 2.0735
H -0.2517 -1.2410 1.0455
H -0.4749 0.2126 -0.9464
H -2.7058 0.6864 -1.8880
C -1.6740 -5.0323 3.4264
C -2.8908 -5.1455 4.0931
C -2.9444 -5.0005 5.4707
C -1.7798 -4.7529 6.1898
C -0.5563 -4.6630 5.5240
C -0.5095 -4.7924 4.1394
C 0.7033 -4.4465 6.2819
O 1.7682 -4.3629 5.6993
C 0.6377 -4.3408 7.7614
C 1.8128 -4.1945 8.4916
C 1.7618 -4.0821 9.8721
C 0.5353 -4.1060 10.5297
C -0.6382 -4.2570 9.8076
C -0.5908 -4.3843 8.4235
C -1.8527 -4.5807 7.6643
O -2.9233 -4.6050 8.2369
H -1.6350 -5.1370 2.3486
H -3.7980 -5.3449 3.5360
H -3.8930 -5.0838 5.9858
H 0.4363 -4.7099 3.6181
H 2.7689 -4.1723 7.9840
H 2.6785 -3.9735 10.4390
H 0.4966 -4.0109 11.6080
H -1.5903 -4.2799 10.3227
```

Here are the Mulliken charges for atoms 1 to 2, given in e: -1.2053 0.1753



(3)
Density functional theory data (ωB97M-V/def2-TZVPD) for C55H44ClCsF6N3O6PS2 as an isolated structure at a distorted geometry.

Values from the calculation:
* spin multiplicity: 2
* HOMO-LUMO gap (alpha / beta): 0.2118 / 0.2060 Eh
* LUMO energy (alpha / beta): 1.5 / 1.3 eV
* net charge: -1
* max |F|: 3.99 eV/A
* DFT total energy: -134839.2644 eV

Structure (XYZ):
```
119
C55H44ClCsF6N3O6PS2 | OMol25 | ωB97M-V/def2-TZVPD
Cs 12.0610 11.0742 15.0445
O 11.1340 13.8234 15.1333
C 10.4624 14.9200 15.1152
C 10.6628 15.9533 16.0016
C 9.8789 17.0638 15.9509
C 8.8599 17.2099 15.0042
C 8.5386 16.1830 14.1189
C 9.3328 15.0340 14.2753
C 9.0326 14.0144 13.2968
N 8.6917 12.8332 13.5062
N 8.5239 11.7022 12.9756
C 8.6880 10.6525 13.8296
O 9.0641 10.7051 15.0141
C 8.5823 9.3414 13.1846
C 8.2891 9.1665 11.7953
C 8.3082 7.9227 11.2134
C 8.3617 6.7989 12.0621
C 8.6586 6.9538 13.4458
C 8.6163 8.1880 14.0235
H 11.5307 15.8245 16.6674
H 9.9352 17.7691 16.7688
H 8.2256 18.0940 15.0433
H 7.7160 16.3160 13.3856
H 9.0485 14.4262 12.2680
H 8.0175 10.0653 11.2141
H 8.1581 7.7947 10.1824
H 8.2446 5.8090 11.6663
H 8.9869 6.0808 13.9828
H 8.6009 8.2709 15.1344
C 20.0014 12.6842 21.3331
C 18.7673 12.9251 20.5160
C 18.4311 14.1780 19.9748
C 17.4076 14.3180 19.0137
C 16.7734 13.1601 18.5937
C 16.9579 11.9389 19.1864
C 17.9073 11.8627 20.1994
S 15.5567 13.2654 17.2147
O 15.1645 11.8437 16.8831
C 16.5247 13.9603 15.7728
C 15.9270 15.1037 15.1950
C 16.3562 15.6001 14.0023
C 17.6069 15.1757 13.4420
C 18.1173 15.6259 12.2112
C 19.3050 15.1249 11.6071
C 19.8846 13.9841 12.2309
C 19.4058 13.4587 13.3862
C 18.2456 14.0173 14.0359
C 17.5658 13.3126 15.0629
C 18.2365 12.0650 15.5155
C 19.4763 12.1154 16.2359
C 20.1425 13.3530 16.4202
C 21.5238 13.3511 16.5741
C 22.1915 12.2122 16.8664
C 21.5802 10.9860 16.8409
C 20.1649 10.9162 16.5313
C 19.4698 9.6713 16.2886
C 18.1889 9.6049 15.7833
C 17.6635 10.7894 15.2228
S 16.0607 10.4837 14.4174
O 15.3580 11.6168 13.7869
C 16.5029 9.4137 12.9919
C 16.4436 8.0623 13.0689
C 16.3568 7.2444 11.9177
C 16.5528 7.7414 10.6876
C 16.3585 6.9520 9.4301
C 16.8152 9.1429 10.6385
C 16.8126 9.9630 11.7369
H 19.7391 12.8674 22.3390
H 20.7893 13.2704 20.9331
H 20.3618 11.6573 21.2442
H 19.0513 15.0664 20.3192
H 17.1659 15.2844 18.5334
H 16.2475 11.1007 18.9584
H 18.0172 10.9154 20.6315
H 15.0723 15.5843 15.7101
H 15.7570 16.1815 13.3050
H 17.6708 16.5264 11.7648
H 19.7359 15.5552 10.6666
H 20.8474 13.6381 11.8131
H 19.8804 12.5841 13.7837
H 19.6760 14.3713 16.2988
H 22.0151 14.3241 16.4564
H 23.2898 12.2387 17.0206
H 22.2064 10.0625 17.0806
H 20.0061 8.7924 16.3781
H 17.6121 8.7048 15.8870
H 16.4077 7.4928 14.0134
H 16.1541 6.1422 11.9935
H 15.8165 7.4419 8.5788
H 15.7065 6.1111 9.7148
H 17.3949 6.6363 8.9879
H 16.9769 9.5465 9.6159
H 16.9838 11.0081 11.6513
O 9.6446 11.1538 18.2957
N 9.7611 10.1068 17.6258
F 11.5359 6.0923 13.2510
P 12.5227 7.2665 13.7649
F 13.5447 8.4434 14.3140
F 13.3110 7.2577 12.3245
F 11.8413 7.3545 15.2346
F 11.4981 8.4234 13.2856
F 13.5408 6.1484 14.3450
O 16.2341 6.2418 15.4066
H 15.2350 6.1195 15.2870
H 16.3641 5.7595 16.2341
Cl 9.9068 7.5541 21.4262
C 8.8898 7.4615 20.0079
C 7.7186 6.6366 20.2048
C 7.2474 6.0303 19.0498
C 7.7914 6.3183 17.7716
C 8.8625 7.2172 17.6284
C 9.3604 7.8709 18.7449
C 10.3927 8.9947 18.4588
H 7.1938 6.5702 21.1802
H 6.3113 5.4403 19.1050
H 7.2633 5.9642 16.8437
H 9.3649 7.3886 16.6944
H 11.1928 8.5431 17.8818
H 10.8036 9.4151 19.3397
```

Here are the Mulliken charges for atoms 1 to 2, given in e: 0.8268 -0.7447



(4)
Density functional theory data (ωB97M-V/def2-TZVPD) for C55H44N7PRhSe2 as an isolated structure at a distorted geometry.

Values from the calculation:
* spin multiplicity: 5
* HOMO-LUMO gap (alpha / beta): 0.2793 / 0.2059 Eh
* LUMO energy (alpha / beta): -2.1 / -4.1 eV
* net charge: +1
* max |F|: 1.40 eV/A
* DFT total energy: -211165.6664 eV

Structure (XYZ):
```
110
C55H44N7PRhSe2 | OMol25 | ωB97M-V/def2-TZVPD
Rh -0.2751 0.4133 0.0437
C 3.1903 -3.3175 2.5491
N 2.3533 -2.1259 2.4161
C 1.4510 -1.8780 1.4332
N 0.8749 -0.7105 1.6378
C 1.4123 -0.1709 2.7784
C 2.3480 -1.0488 3.2762
C 3.2052 -0.9577 4.4732
C 2.6280 -0.7474 5.7237
C 3.4294 -0.6228 6.8495
C 4.8114 -0.7104 6.7352
C 5.3927 -0.9170 5.4913
C 4.5929 -1.0372 4.3626
C 1.0420 1.1793 3.2381
C -0.2821 1.5986 3.1469
C -0.6349 2.8982 3.4774
C 0.3349 3.7891 3.9139
C 1.6583 3.3749 4.0221
C 2.0135 2.0782 3.6814
P 1.0983 -2.9863 0.0309
C 1.5308 -1.8334 -1.3077
N 0.9762 -0.6549 -1.5163
C 1.6093 -0.0825 -2.5924
C 2.5939 -0.9387 -3.0271
N 2.5195 -2.0472 -2.2135
C 3.3690 -3.2331 -2.3134
C 3.5708 -0.7917 -4.1236
C 3.1271 -0.5346 -5.4190
C 4.0429 -0.3542 -6.4460
C 5.4059 -0.4314 -6.1870
C 5.8544 -0.6835 -4.8969
C 4.9404 -0.8602 -3.8664
C 1.3018 1.2868 -3.0427
C -0.0207 1.7090 -3.1397
C -0.3206 3.0215 -3.4707
C 0.7043 3.9236 -3.7195
C 2.0283 3.5060 -3.6446
C 2.3282 2.1957 -3.3042
C -0.7136 -2.7660 0.0031
N -1.3385 -1.6059 0.0282
C -2.6853 -1.8502 0.1097
C -2.8817 -3.2097 0.1373
N -1.6252 -3.7738 0.0695
C -1.3481 -5.2092 0.0354
C -4.1294 -4.0003 0.1770
C -4.3788 -4.8930 1.2184
C -5.5689 -5.6075 1.2578
C -6.5176 -5.4308 0.2601
C -6.2748 -4.5429 -0.7794
C -5.0846 -3.8306 -0.8229
C -3.6532 -0.7402 0.2119
C -3.4300 0.4396 -0.4965
C -4.2750 1.5302 -0.3504
C -5.3738 1.4401 0.4937
C -5.6179 0.2619 1.1887
C -4.7614 -0.8223 1.0543
H 2.6704 -4.1768 2.1376
H 4.1381 -3.1899 2.0273
H 3.3916 -3.4927 3.6002
H 1.5494 -0.6733 5.8055
H 2.9737 -0.4573 7.8182
H 5.4357 -0.6119 7.6156
H 6.4708 -0.9724 5.3971
H 5.0492 -1.1652 3.3854
H -1.0461 0.9015 2.8246
H -1.6657 3.2195 3.3829
H 0.0616 4.8071 4.1616
H 2.4207 4.0712 4.3526
H 3.0502 1.7653 3.7399
H 3.6982 -3.3440 -3.3407
H 4.2447 -3.1401 -1.6720
H 2.8052 -4.1139 -2.0241
H 2.0623 -0.4686 -5.6132
H 3.6915 -0.1534 -7.4512
H 6.1191 -0.2893 -6.9904
H 6.9174 -0.7312 -4.6898
H 5.2895 -1.0221 -2.8501
H -0.8212 0.9972 -2.9700
H -1.3536 3.3457 -3.5222
H 0.4713 4.9519 -3.9656
H 2.8314 4.2089 -3.8341
H 3.3623 1.8787 -3.2216
H -2.1742 -5.7158 -0.4521
H -0.4400 -5.3908 -0.5275
H -1.2305 -5.6106 1.0392
H -3.6467 -5.0148 2.0098
H -5.7586 -6.2943 2.0732
H -7.4501 -5.9821 0.2964
H -7.0123 -4.4058 -1.5599
H -4.8903 -3.1325 -1.6293
H -2.6046 0.4988 -1.1955
H -4.0793 2.4461 -0.8945
H -6.0375 2.2886 0.6064
H -6.4702 0.1915 1.8549
H -4.9391 -1.7283 1.6217
Se 2.8299 1.6264 0.0506
C 4.4554 0.7258 -0.2194
C 5.6251 1.4484 -0.4812
C 6.8228 0.7777 -0.6830
C 6.8651 -0.6114 -0.6200
C 5.7037 -1.3379 -0.3637
C 4.5033 -0.6738 -0.1694
H 5.5794 2.5296 -0.5254
H 7.7266 1.3382 -0.8863
H 7.8048 -1.1308 -0.7680
H 5.7465 -2.4209 -0.3184
H 3.5866 -1.2236 0.0213
Se -1.9923 4.8880 0.0170
C -1.1134 3.3831 0.0131
N -0.5213 2.3636 0.0108
```

Here are the Mulliken charges for atoms 1 to 2, given in e: 1.1219 -0.9466